No. 1
Computed, not measured: one molecule with the formula C3H6O2S in a non-equilibrium geometry, with wB97M-V/def2-TZVPD.

Geometry (Å):
O -2.191 1.766 0.089
H -2.063 0.726 1.841
H 2.566 0.118 0.835
H 0.472 1.223 -0.226
O -0.979 -0.083 0.414
H 2.880 -1.588 0.694
H -0.451 0.503 -1.512
C -0.010 0.350 -0.565
C 2.056 -0.854 0.730
C -1.805 0.885 0.786
H 1.346 -0.982 1.559
S 1.198 -0.984 -0.807

## Properties
Highest occupied orbital energy (eV): -9.1
Charge: 0
ΔE to the lowest compared entry with this formula, charge and spin (kcal per mole): 22.9
SMILES string: CSCOC=O
Largest force on an atom (hartree/bohr): 0.0457

---

No. 2
Computed, not measured: one molecule with the formula C3H6O2Si in a non-equilibrium geometry, with wB97M-V/def2-TZVPD.

Geometry (Å):
C -0.759 -1.618 -0.524
C -1.646 -1.854 0.394
O -2.496 -1.934 1.188
Si 1.444 1.546 0.534
H -0.211 -2.334 -1.067
C -0.422 -0.191 -0.700
O 0.829 0.092 0.009
H 0.654 2.794 0.677
H 2.597 1.779 -0.421
H 1.446 1.296 1.918
H -1.166 0.530 -0.191
H -0.271 -0.106 -1.818

## Properties
Highest occupied orbital energy (eV): -9.4
Charge: 0
ΔE to the lowest compared entry with this formula, charge and spin (kcal per mole): 53.8
SMILES string: O=C=CCO[SiH3]
Largest force on an atom (hartree/bohr): 0.0398

---

No. 3
Computed, not measured: one molecule with the formula C3H6O3 in a non-equilibrium geometry, with wB97M-V/def2-TZVPD.

Geometry (Å):
C -1.244 -0.168 0.071
O 1.118 -0.214 -0.367
H -1.098 -0.991 0.792
H 2.531 -0.684 -1.167
O 3.093 -0.894 -0.202
H -0.054 1.403 -0.820
H 0.258 1.144 0.923
C 0.035 0.646 -0.029
H -1.473 -0.611 -0.913
O -2.265 0.709 0.488
H -3.086 0.221 0.587
C 2.185 -0.561 0.639

## Properties
Highest occupied orbital energy (eV): -10.3
Charge: 0
ΔE to the lowest compared entry with this formula, charge and spin (kcal per mole): 86.1
Largest force on an atom (hartree/bohr): 0.0671

---

No. 4
Computed, not measured: one molecule with the formula C3H6O3, with wB97M-V/def2-TZVPD.

Geometry (Å):
H -1.630 -1.633 0.889
H 0.948 -1.133 1.153
C -0.037 -0.626 1.165
C -0.324 -0.139 -0.232
O -1.039 -1.464 1.642
H 0.119 0.277 1.784
O -1.130 -0.691 -0.955
H -0.074 1.974 -0.395
H 0.479 0.241 -2.401
H 1.380 1.076 0.008
O 0.816 1.059 -2.009
C 0.491 1.060 -0.650

## Properties
Highest occupied orbital energy (eV): -10.6
Charge: 0
ΔE to the lowest compared entry with this formula, charge and spin (kcal per mole): 30.6
SMILES string: O=C(CO)CO
Largest force on an atom (hartree/bohr): 0.0119

---

No. 5
Computed, not measured: a 2-piece molecular cluster, C3H6O3 overall in a non-equilibrium geometry, with wB97M-V/def2-TZVPD.

Geometry (Å):
O -1.061 0.765 2.099
H 1.366 -0.963 -2.047
H -0.667 2.431 0.453
C -1.082 0.621 0.918
H 0.988 -0.539 1.015
H 0.589 -2.074 0.045
H -1.778 -0.326 -0.645
C 0.969 -1.064 0.024
C 1.404 -0.481 -1.082
H 1.823 0.514 -1.084
O -0.970 1.623 0.015
O -1.582 -0.508 0.288

## Properties
Highest occupied orbital energy (eV): -10.1
Charge: 0
ΔE to the lowest compared entry with this formula, charge and spin (kcal per mole): 29.2
SMILES string: O=C(O)O.C=C
Largest force on an atom (hartree/bohr): 0.0617

---

No. 6
Computed, not measured: C3H6O3 as an isolated structure in a non-equilibrium geometry, with wB97M-V/def2-TZVPD.

Geometry (Å):
O 0.848 -0.127 1.199
C 1.667 -0.508 0.127
H 1.004 -0.232 -0.789
C -1.224 -0.162 0.093
H -1.695 0.109 1.053
H -1.001 -1.229 0.124
H 1.884 -1.574 0.048
H 2.528 0.156 0.031
C 0.034 0.654 0.220
O -2.024 0.097 -1.015
H -2.268 1.030 -0.994
O 0.245 1.787 -0.097

## Properties
Highest occupied orbital energy (eV): -10.6
Charge: 0
ΔE to the lowest compared entry with this formula, charge and spin (kcal per mole): 60.7
Largest force on an atom (hartree/bohr): 0.0537